A 9-piece molecular cluster, C23H59O15PS3 overall. Source: the OMol25 dataset; level of theory: ωB97M-V with the def2-TZVPD basis set.

## Properties
**LUMO level**: 0.47 eV
**Orbital gap**: 9.917 eV
**Spin multiplicity**: 1
**Strongest force on any atom**: 3.3 eV/Å
**Energy**: -97313.576 eV

Positions of all 101 atoms, in Å:
1 C 6.86 2.17 2.55
2 O 5.67 2.87 2.01
3 H 6.96 1.12 2.31
4 H 7.69 2.74 2.13
5 H 6.91 2.28 3.68
6 H 4.92 2.51 2.53
7 C 1.12 4.00 1.26
8 O -0.03 3.99 0.43
9 H 1.72 4.86 0.94
10 H 0.83 4.09 2.29
11 H 1.75 3.12 1.09
12 H -0.57 3.20 0.72
13 C -3.76 2.82 1.59
14 O -2.57 2.95 0.83
15 H -3.73 1.89 2.21
16 H -3.80 3.64 2.29
17 H -4.65 2.70 0.92
18 H -2.67 2.60 -0.06
19 C 1.96 -4.18 -1.60
20 O 0.65 -4.17 -2.18
21 H 2.05 -5.18 -1.18
22 H 2.78 -4.04 -2.34
23 H 1.98 -3.41 -0.85
24 H 0.33 -3.18 -2.19
25 C -0.03 -0.22 -1.95
26 O -0.01 -1.59 -1.44
27 H 0.78 0.33 -1.49
28 H 0.04 -0.23 -2.99
29 H -0.99 0.22 -1.64
30 H -0.84 -1.77 -0.96
31 C -1.79 -1.18 -5.52
32 C -2.72 -0.60 -6.58
33 C -4.16 -0.83 -6.01
34 S -4.05 -1.46 -4.35
35 O -4.17 -2.93 -4.32
36 O -4.88 -0.67 -3.46
37 C -2.40 -1.02 -4.17
38 H -0.83 -0.73 -5.51
39 H -1.70 -2.27 -5.57
40 H -2.65 -1.15 -7.52
41 H -2.66 0.44 -6.78
42 H -4.78 -1.50 -6.63
43 H -4.74 0.13 -5.99
44 H -1.93 -1.61 -3.36
45 H -2.43 0.08 -3.91
46 C -5.66 -3.43 -0.33
47 C -4.70 -4.22 -1.15
48 C -3.31 -3.64 -1.12
49 S -3.43 -2.13 -0.10
50 O -2.49 -1.13 -0.59
51 O -3.21 -2.47 1.29
52 C -5.16 -1.95 -0.38
53 H -5.61 -3.76 0.72
54 H -6.68 -3.60 -0.74
55 H -5.03 -4.13 -2.22
56 H -4.76 -5.28 -1.00
57 H -2.93 -3.36 -2.08
58 H -2.67 -4.30 -0.52
59 H -5.29 -1.41 -1.34
60 H -5.55 -1.31 0.40
61 C 1.06 4.58 -2.82
62 C -0.12 5.44 -2.47
63 C -1.25 4.97 -3.35
64 S -1.11 3.17 -3.20
65 O -1.37 2.48 -4.42
66 O -1.88 2.75 -2.06
67 C 0.63 3.10 -2.67
68 H 1.96 4.76 -2.18
69 H 1.32 4.75 -3.92
70 H 0.09 6.47 -2.68
71 H -0.30 5.24 -1.40
72 H -1.06 5.30 -4.40
73 H -2.28 5.23 -3.00
74 H 1.08 2.40 -3.35
75 H 0.66 2.76 -1.60
76 C 5.08 -2.89 4.49
77 C 5.40 -1.41 4.33
78 O 4.58 -0.55 5.15
79 P 3.31 0.07 4.35
80 O 3.78 0.89 3.25
81 O 2.43 -1.20 3.92
82 C 1.65 -1.28 2.72
83 C 0.96 -2.66 2.69
84 O 2.60 0.85 5.56
85 C 2.46 0.26 6.87
86 C 3.58 0.61 7.90
87 H 5.44 -3.29 5.46
88 H 3.97 -2.83 4.33
89 H 5.60 -3.40 3.68
90 H 6.39 -1.05 4.50
91 H 5.29 -1.25 3.26
92 H 0.85 -0.55 2.77
93 H 2.31 -1.16 1.89
94 H 0.52 -2.84 3.66
95 H 0.18 -2.63 1.89
96 H 1.69 -3.40 2.54
97 H 1.47 0.57 7.17
98 H 2.48 -0.86 6.71
99 H 3.62 1.73 8.13
100 H 3.41 -0.03 8.77
101 H 4.53 0.24 7.49